Molecular formula: C3H5N3
Method: DFT, ωB97M-V/def2-TZVPD

highest occupied orbital energy: -8.194 eV
total charge: 0
electronic energy: -281.4181 Eh
LUMO energy: 0.8 eV
energy relative to the best compared isomer or geometry (same formula, charge and spin): 107.9 kcal/mol
structure (SMILES): [H]/N=N/[C@@H]1C=C1N
strongest force on any atom: 1.426 eV Å⁻¹

Each line ends with the natural charge from an NBO analysis.
CARTESIAN COORDINATES (ANGSTROEM)
N  -0.79  0.96  -1.89  -0.36
N  1.32  -0.14  1.61  -0.78
N  -0.08  -0.05  -1.75  -0.13
C  -1.01  0.27  0.65  -0.30
C  -0.20  -0.61  -0.41  -0.20
C  0.25  0.01  0.81  0.21
H  -1.73  1.02  0.33  0.27
H  -0.03  -1.71  -0.49  0.19
H  1.82  -1.00  1.42  0.39
H  1.10  0.00  2.59  0.39
H  -0.66  1.25  -2.87  0.32

Molecular formula: C32H44F5HgN3O5PSSeTe
Method: DFT, ωB97M-V/def2-TZVPD

highest occupied orbital energy (spin up / spin down): -2.189 / -2.187 eV
total charge: -2
electronic energy: -5847.8130 Eh
multiplicity: 2
LUMO energy (spin up / spin down): 3.8 / 3.8 eV
strongest force on any atom: 0.553 eV Å⁻¹

Each line ends with the natural charge from an NBO analysis.
CARTESIAN COORDINATES (ANGSTROEM)
Hg  -1.67  -1.44  -2.05  1.28
Te  -1.79  -3.99  -3.66  0.57
Se  -1.51  -2.58  0.28  -0.41
S  0.30  -0.78  -5.03  -0.27
P  0.85  0.82  0.91  0.88
F  -4.80  -2.21  2.70  -0.35
F  -6.70  -3.33  0.48  -0.35
F  -4.02  -3.95  -1.85  -0.44
F  -4.10  -5.03  1.61  -0.35
F  -4.57  -1.07  -0.71  -0.32
O  -2.92  -0.32  -3.63  -0.78
O  -0.89  0.74  -2.00  -0.84
O  0.28  3.08  -3.37  -0.64
O  -1.69  3.92  -5.43  -0.57
O  -3.64  1.74  -5.70  -0.58
N  2.45  0.62  -5.67  -0.82
N  2.29  0.08  -3.46  -0.44
N  1.68  -0.48  -2.33  -0.67
C  -1.57  2.32  0.85  -0.41
C  -5.38  -3.30  0.08  0.19
C  3.28  -0.96  3.46  -0.40
C  1.43  3.55  1.33  -0.40
C  -0.83  1.20  1.59  -0.54
C  -2.29  2.08  3.48  -0.40
C  1.95  2.13  1.65  -0.53
C  2.57  -2.86  1.91  -0.40
C  3.49  -2.43  3.07  -0.40
C  3.36  2.00  1.05  -0.40
C  -4.76  -4.37  -0.69  -0.03
C  -1.73  2.91  -4.75  0.37
C  -0.78  2.53  -3.66  0.35
C  3.68  4.19  2.30  -0.40
C  1.25  -0.71  1.93  -0.54
C  -2.41  0.82  -3.83  0.34
C  1.80  -0.59  3.37  -0.41
C  -3.36  -2.83  0.76  -0.31
C  -1.22  -5.34  -2.13  -0.88
C  -4.08  -1.85  1.60  0.32
C  1.73  -0.02  -4.68  0.28
C  -2.75  1.80  -4.88  0.35
C  0.07  -4.29  -4.67  -0.91
C  2.57  4.60  1.34  -0.40
C  -4.61  -2.04  0.25  0.23
C  4.36  2.90  1.80  -0.40
C  -3.08  2.14  1.07  -0.39
C  -0.95  1.41  3.11  -0.40
C  2.13  -1.66  1.08  -0.40
C  -3.40  1.67  2.51  -0.42
C  -1.34  1.34  -3.04  0.21
C  -4.16  -4.10  0.61  0.24
H  -1.87  -5.17  -1.28  0.26
H  2.89  0.88  -3.31  0.36
H  3.30  2.29  0.00  0.20
H  -3.46  1.39  0.36  0.22
H  0.27  -1.19  1.98  0.26
H  1.91  0.78  -6.50  0.41
H  -0.13  2.04  3.47  0.18
H  0.95  3.55  0.35  0.23
H  0.22  -5.36  -4.81  0.20
H  4.54  -2.59  2.80  0.19
H  3.64  -0.79  4.48  0.20
H  -2.17  3.17  3.46  0.18
H  -3.50  0.59  2.53  0.22
H  3.01  -1.14  0.70  0.18
H  2.38  -0.56  -1.60  0.35
H  -0.19  -5.13  -1.85  0.22
H  2.17  5.58  1.61  0.20
H  1.23  -1.27  4.02  0.20
H  3.70  0.96  1.07  0.20
H  -2.56  1.81  4.51  0.20
H  4.77  2.35  2.66  0.19
H  -1.32  -6.36  -2.49  0.21
H  5.19  3.15  1.15  0.19
H  -3.60  3.08  0.86  0.19
H  -4.35  2.09  2.84  0.20
H  3.08  -3.59  1.28  0.20
H  0.92  0.11  -2.00  0.42
H  -1.36  0.27  1.33  0.26
H  0.67  3.83  2.06  0.20
H  -0.86  0.45  3.62  0.20
H  -1.27  3.29  1.24  0.18
H  3.86  -0.31  2.81  0.19
H  0.87  -3.85  -4.09  0.23
H  0.03  -3.79  -5.64  0.23
H  1.67  -3.35  2.30  0.21
H  4.42  4.99  2.41  0.20
H  1.54  -1.99  0.22  0.23
H  2.99  4.70  0.33  0.20
H  3.30  -3.07  3.95  0.19
H  3.05  1.38  -5.39  0.37
H  1.64  0.41  3.78  0.21
H  3.24  4.02  3.29  0.19
H  2.03  2.02  2.73  0.19
H  -1.34  2.30  -0.21  0.26

Molecular formula: C12H33AgN3O11S2
Method: DFT, ωB97M-V/def2-TZVPD

highest occupied orbital energy (spin up / spin down): -1.010 / -0.874 eV
total charge: -2
electronic energy: -2412.1520 Eh
multiplicity: 2
LUMO energy (spin up / spin down): 4.2 / 4.2 eV
energy relative to the best compared isomer or geometry (same formula, charge and spin): 0.0 kcal/mol
strongest force on any atom: 5.615 eV Å⁻¹

Each line ends with the natural charge from an NBO analysis.
CARTESIAN COORDINATES (ANGSTROEM)
Ag  -0.13  -1.09  -1.42  1.19
S  -2.05  -1.09  -3.50  2.61
S  2.09  0.28  -2.70  2.61
O  -1.43  -0.07  3.41  -0.56
O  -0.99  -2.00  -3.16  -0.94
O  -3.34  -1.78  -3.47  -1.07
O  2.76  4.28  -0.57  -0.55
O  1.74  -1.14  -2.91  -1.12
O  1.03  0.74  -1.84  -1.15
O  -1.78  -0.63  -4.83  -1.00
O  -1.89  -0.14  -2.46  -0.97
O  3.45  0.52  -2.24  -1.08
O  -1.48  -3.10  -0.65  -0.54
O  1.83  0.94  -3.97  -1.09
N  1.30  1.77  0.60  -0.90
N  -0.79  -0.26  0.65  -0.88
N  1.32  -2.36  0.02  -0.82
C  -1.13  0.41  4.73  -0.24
C  2.02  -4.63  -0.28  -0.62
C  1.42  4.01  -0.68  -0.07
C  -1.66  1.01  2.52  -0.08
C  0.90  3.16  0.53  -0.06
C  -0.53  -4.08  -0.25  -0.05
C  3.19  5.19  -1.66  -0.25
C  -3.25  -0.35  1.00  -0.62
C  -1.96  0.50  1.06  -0.05
C  0.93  -3.65  -0.55  -0.12
C  -2.78  -3.67  -0.75  -0.26
C  1.26  3.83  1.78  -0.60
H  -0.23  1.02  4.70  0.17
H  -3.08  -1.26  1.57  0.20
H  -3.09  -4.24  0.13  0.14
H  1.16  -2.49  1.01  0.34
H  -0.09  0.42  0.90  0.41
H  2.32  3.96  1.97  0.20
H  -2.98  -4.21  -1.68  0.19
H  0.82  4.82  1.77  0.19
H  1.88  -5.14  0.68  0.18
H  2.14  -5.46  -0.98  0.21
H  2.91  4.73  -2.60  0.20
H  -0.57  -4.08  0.84  0.14
H  0.85  -3.57  -1.63  0.24
H  -1.93  1.09  5.02  0.16
H  -1.08  -0.43  5.42  0.18
H  1.13  3.54  -1.63  0.21
H  -3.51  -0.65  -0.02  0.25
H  2.31  -2.34  -0.19  0.39
H  2.31  1.75  0.69  0.36
H  -0.19  3.21  0.51  0.17
H  -4.07  0.20  1.46  0.18
H  0.94  3.28  2.67  0.19
H  -0.64  -5.08  -0.66  0.18
H  2.74  6.18  -1.64  0.15
H  -2.02  1.39  0.43  0.21
H  -0.54  -0.93  1.36  0.35
H  -0.84  1.73  2.50  0.18
H  -2.58  1.55  2.73  0.15
H  4.28  5.31  -1.63  0.18
H  -3.54  -2.89  -0.84  0.22
H  0.89  4.96  -0.70  0.12
H  3.05  -4.28  -0.28  0.22
H  1.21  1.31  -0.29  0.44

Molecular formula: C11H15N2
Method: DFT, ωB97M-V/def2-TZVPD

highest occupied orbital energy: -11.620 eV
total charge: +1
electronic energy: -537.3294 Eh
LUMO energy: -4.4 eV
energy relative to the best compared isomer or geometry (same formula, charge and spin): 52.2 kcal/mol
strongest force on any atom: 4.758 eV Å⁻¹

Each line ends with the natural charge from an NBO analysis.
CARTESIAN COORDINATES (ANGSTROEM)
N  1.57  1.51  -0.56  -0.75
N  -0.81  1.83  0.75  -0.36
C  -0.28  -0.82  -0.19  0.11
C  -0.04  -2.19  -0.74  -0.04
C  1.93  -1.08  0.96  -0.16
C  0.70  -0.20  0.84  -0.37
C  -1.13  -2.88  -1.53  -0.64
C  -1.68  1.20  0.10  0.17
C  -1.00  3.14  1.28  -0.44
C  2.22  -2.24  0.36  -0.22
C  -1.42  -0.07  -0.53  -0.32
C  1.00  1.25  0.58  0.25
C  1.19  -2.79  -0.47  -0.14
H  2.13  2.27  -0.76  0.42
H  1.45  1.67  1.51  0.23
H  1.34  -3.86  -0.80  0.23
H  -2.61  1.73  -0.20  0.21
H  -1.58  -2.26  -2.37  0.22
H  0.04  3.60  1.61  0.22
H  -1.97  -3.18  -0.92  0.24
H  -1.96  -0.38  -1.42  0.25
H  3.18  -2.78  0.47  0.25
H  1.74  0.72  -1.27  0.42
H  2.66  -0.91  1.73  0.22
H  0.21  -0.25  1.91  0.29
H  -1.52  3.07  2.31  0.23
H  -0.68  -3.71  -2.04  0.24
H  -1.62  3.74  0.69  0.22

Molecular formula: CH4ClOPS
Method: DFT, ωB97M-V/def2-TZVPD

highest occupied orbital energy: -9.892 eV
total charge: 0
electronic energy: -1315.4976 Eh
LUMO energy: -0.3 eV
energy relative to the best compared isomer or geometry (same formula, charge and spin): 22.6 kcal/mol
structure (SMILES): CP(=O)=S.Cl
strongest force on any atom: 3.549 eV Å⁻¹

Each line ends with the natural charge from an NBO analysis.
CARTESIAN COORDINATES (ANGSTROEM)
Cl  0.33  -2.34  -0.44  -0.27
S  -0.66  0.65  2.66  -0.44
P  0.27  0.81  0.98  1.61
O  1.73  0.87  0.76  -0.99
C  -0.64  0.75  -0.66  -0.95
H  -1.66  0.92  -0.36  0.24
H  -0.30  1.51  -1.25  0.25
H  -0.54  -0.24  -1.11  0.27
H  1.46  -2.93  -0.59  0.28

Molecular formula: C2H6Cl2MnN2S4Sb
Method: DFT, ωB97M-V/def2-TZVPD

highest occupied orbital energy (spin up / spin down): -7.395 / -7.610 eV
total charge: 0
electronic energy: -4093.7816 Eh
multiplicity: 5
LUMO energy (spin up / spin down): -1.9 / -0.9 eV
energy relative to the best compared isomer or geometry (same formula, charge and spin): 0.0 kcal/mol
strongest force on any atom: 1.630 eV Å⁻¹

Each line ends with the natural charge from an NBO analysis.
CARTESIAN COORDINATES (ANGSTROEM)
Sb  1.02  3.54  -0.79  0.99
Mn  -0.11  0.30  -1.39  0.93
Cl  0.21  -1.42  -2.95  -0.04
Cl  0.90  -3.65  -1.09  0.07
S  -1.21  -1.01  0.44  -0.35
S  -1.11  2.22  -1.15  -0.64
S  1.02  3.97  1.42  -0.89
S  1.89  1.17  -1.01  -0.73
N  -1.91  0.32  2.63  -0.77
N  0.15  0.86  1.81  -0.77
C  1.02  -3.06  -2.70  -0.35
C  -0.95  0.15  1.70  0.38
H  0.51  -3.72  -3.39  0.24
H  0.21  1.70  2.38  0.44
H  0.86  0.79  1.09  0.44
H  -1.78  0.94  3.41  0.40
H  2.06  -2.90  -2.96  0.24
H  -2.76  -0.21  2.55  0.42

Molecular formula: C8H13IN2
Method: DFT, ωB97M-V/def2-TZVPD

highest occupied orbital energy: -8.704 eV
total charge: 0
electronic energy: -719.7495 Eh
LUMO energy: -0.3 eV
energy relative to the best compared isomer or geometry (same formula, charge and spin): 30.3 kcal/mol
structure (SMILES): CCC1=N[C@@](I)(CC)C=NC1
strongest force on any atom: 5.808 eV Å⁻¹

Each line ends with the natural charge from an NBO analysis.
CARTESIAN COORDINATES (ANGSTROEM)
I  3.29  0.08  0.56  -0.05
N  0.93  0.89  -2.07  -0.38
N  0.17  0.08  0.50  -0.56
C  -0.21  1.19  0.07  0.40
C  1.00  -2.20  0.07  -0.44
C  -1.40  1.81  0.69  -0.46
C  1.16  -0.65  -0.12  0.15
C  1.30  -0.26  -1.71  0.08
C  -1.68  1.37  2.03  -0.61
C  0.53  1.84  -1.14  -0.35
C  -0.41  -2.65  -0.41  -0.63
H  -0.71  -2.65  -1.46  0.22
H  -0.41  -3.76  0.03  0.22
H  -1.12  2.82  0.47  0.22
H  -1.20  -1.94  0.03  0.22
H  1.82  -2.59  -0.57  0.21
H  -0.76  1.50  2.56  0.22
H  -1.83  0.26  2.00  0.23
H  1.47  2.27  -0.94  0.25
H  -2.52  1.89  2.49  0.22
H  1.07  -2.45  1.07  0.22
H  -0.02  2.53  -1.77  0.22
H  1.72  -0.95  -2.31  0.18
H  -2.16  1.59  -0.07  0.23

Molecular formula: C8H11N3O3S
Method: DFT, ωB97M-V/def2-TZVPD

highest occupied orbital energy: -7.602 eV
total charge: 0
electronic energy: -1099.4854 Eh
LUMO energy: 0.7 eV
energy relative to the best compared isomer or geometry (same formula, charge and spin): 99.6 kcal/mol
structure (SMILES): CN1c2ccccc2N[C@@H]1S(=O)(=O)NO
strongest force on any atom: 4.169 eV Å⁻¹

Each line ends with the natural charge from an NBO analysis.
CARTESIAN COORDINATES (ANGSTROEM)
S  2.31  0.08  0.36  1.98
O  3.54  0.75  0.34  -0.96
O  1.51  0.04  1.60  -0.97
O  1.71  -2.26  0.68  -0.61
N  0.42  -0.73  -1.47  -0.59
N  2.75  -1.55  0.08  -0.60
N  0.05  1.37  -0.59  -0.40
C  0.43  2.70  -0.06  -0.40
C  -3.02  -0.20  0.78  -0.22
C  -1.67  -1.72  -0.56  -0.23
C  -2.12  0.82  0.70  -0.25
C  -2.83  -1.40  0.11  -0.22
C  -0.76  -0.76  -0.68  0.12
C  0.98  0.50  -1.24  0.13
C  -1.02  0.58  -0.18  0.16
H  -3.60  -2.14  0.26  0.22
H  0.32  3.30  -0.88  0.21
H  -0.32  2.73  0.77  0.22
H  3.61  -1.86  0.61  0.38
H  -2.03  1.78  1.36  0.22
H  0.94  -1.55  -1.76  0.45
H  1.43  2.78  0.30  0.22
H  -4.00  0.04  1.15  0.22
H  -1.59  -2.70  -1.06  0.23
H  1.36  -1.57  1.35  0.48
H  1.59  0.95  -1.97  0.22